(1)
Here is a cluster of 2 separate species, C6H16 in total in a non-equilibrium geometry from the Open Molecules 2025 dataset. Energies are from wB97M-V/def2-TZVPD.

Summary:
- Charge: +1
- E_tot: -6470.1708 eV
- Relative energy (zero: lowest compared OMol25 entry of this formula, charge and spin): 67.1 kJ/mol
- Max |F|: 2.000 eV Å⁻¹
- Spin multiplicity: 2

Structure (XYZ):
```
22
Properties=species:S:1:pos:R:3:forces:R:3:lowdin_spin:R:1
C -0.641857 2.659069 -0.493528 -0.14 -0.21 0.95 0.019
C -1.380390 1.703614 -1.414160 -0.28 -0.39 -0.30 0.013
C 0.711888 2.115178 -0.045733 -0.13 0.34 -0.62 0.037
H -0.541530 3.654789 -0.931686 0.22 -0.11 -0.19 0.007
H -1.236038 2.877031 0.412756 0.05 -0.28 -0.26 0.007
H -1.395144 2.013242 -2.459035 -0.13 0.11 0.09 0.000
H 0.713418 1.026490 0.128901 -0.27 -0.11 0.21 0.011
H 1.412498 2.224391 -0.884629 0.23 0.08 0.32 0.011
H -2.394428 1.524002 -1.068503 -0.35 0.36 -0.15 0.006
H -0.982348 0.686551 -1.417370 0.48 -0.02 0.10 0.001
H 1.044065 2.607941 0.861420 0.38 0.07 -0.07 0.001
C 0.875229 -1.892712 0.827197 -0.95 -1.48 -0.95 0.261
C 0.579547 -2.109362 -0.621245 -0.06 -0.19 0.34 0.122
C -0.179868 -2.389002 1.796118 -0.06 0.92 0.60 0.156
H 1.874888 -2.307781 1.048808 0.60 0.60 -0.05 0.060
H 1.023255 -0.823539 1.154107 0.28 0.33 0.30 0.108
H -0.486514 -2.189236 -0.788781 -0.11 0.09 -0.23 0.002
H -1.220570 -2.478203 1.481227 0.14 0.18 -0.25 0.010
H 0.131907 -3.436483 2.019606 0.29 -0.08 -0.18 0.079
H -0.100848 -1.820874 2.722989 -0.26 -0.29 0.10 0.001
H 1.027071 -1.266146 -1.193749 0.04 0.00 0.12 0.057
H 1.077285 -2.973093 -1.091873 0.06 0.07 0.11 0.032
```
Positions in Å, forces in eV/Å.

(2)
Here is the molecule C3H6N2O2 in a non-equilibrium geometry from the Open Molecules 2025 dataset. Energies are from wB97M-V/def2-TZVPD.

Summary:
- Charge: 0
- E_tot: -10282.7167 eV
- Relative energy (zero: lowest compared OMol25 entry of this formula, charge and spin): 200.8 kJ/mol
- SMILES: [H]/N=C(/NC=O)OC
- Max |F|: 1.495 eV Å⁻¹

Structure (XYZ):
```
13
Properties=species:S:1:pos:R:3:forces:R:3:mulliken_charge:R:1
H 1.178984 0.001776 -1.775016 -0.88 -0.03 -1.21 0.178
N 0.907221 0.044623 -0.838420 0.43 0.05 0.65 -0.535
C 0.050930 -0.020053 0.052227 0.47 0.04 -0.04 0.631
N 0.522837 -0.021520 1.366662 -0.04 0.00 0.39 -0.081
C 1.883401 0.003006 1.613970 0.12 -0.01 0.33 -0.013
O 2.361860 0.007551 2.724283 -0.26 0.00 -0.20 -0.546
O -1.300606 -0.083189 0.041018 0.06 0.03 -0.09 -0.372
C -1.877910 0.003651 -1.261468 -0.05 0.01 -0.13 -0.658
H -0.098542 -0.029782 2.159279 -0.12 -0.01 -0.07 0.223
H 2.454276 0.019286 0.675448 0.02 -0.01 0.31 0.359
H -2.939825 -0.250906 -1.189016 0.34 0.01 0.18 0.227
H -1.365142 -0.696042 -1.920561 -0.13 0.03 -0.13 0.298
H -1.777481 1.021598 -1.648405 0.03 -0.12 0.00 0.290
```
Positions in Å, forces in eV/Å.

What did the second record say?
Here is the molecule C3H6N2O2 in a non-equilibrium geometry from the Open Molecules 2025 dataset. Energies are from wB97M-V/def2-TZVPD.

Summary:
- Charge: 0
- E_tot: -10282.7167 eV
- Relative energy (zero: lowest compared OMol25 entry of this formula, charge and spin): 200.8 kJ/mol
- SMILES: [H]/N=C(/NC=O)OC
- Max |F|: 1.495 eV Å⁻¹

Structure (XYZ):
```
13
Properties=species:S:1:pos:R:3:forces:R:3:mulliken_charge:R:1
H 1.178984 0.001776 -1.775016 -0.88 -0.03 -1.21 0.178
N 0.907221 0.044623 -0.838420 0.43 0.05 0.65 -0.535
C 0.050930 -0.020053 0.052227 0.47 0.04 -0.04 0.631
N 0.522837 -0.021520 1.366662 -0.04 0.00 0.39 -0.081
C 1.883401 0.003006 1.613970 0.12 -0.01 0.33 -0.013
O 2.361860 0.007551 2.724283 -0.26 0.00 -0.20 -0.546
O -1.300606 -0.083189 0.041018 0.06 0.03 -0.09 -0.372
C -1.877910 0.003651 -1.261468 -0.05 0.01 -0.13 -0.658
H -0.098542 -0.029782 2.159279 -0.12 -0.01 -0.07 0.223
H 2.454276 0.019286 0.675448 0.02 -0.01 0.31 0.359
H -2.939825 -0.250906 -1.189016 0.34 0.01 0.18 0.227
H -1.365142 -0.696042 -1.920561 -0.13 0.03 -0.13 0.298
H -1.777481 1.021598 -1.648405 0.03 -0.12 0.00 0.290
```
Positions in Å, forces in eV/Å.

What did the second record say?
Here is the molecule C3H6N2O2 in a non-equilibrium geometry from the Open Molecules 2025 dataset. Energies are from wB97M-V/def2-TZVPD.

Summary:
- Charge: 0
- E_tot: -10282.7167 eV
- Relative energy (zero: lowest compared OMol25 entry of this formula, charge and spin): 200.8 kJ/mol
- SMILES: [H]/N=C(/NC=O)OC
- Max |F|: 1.495 eV Å⁻¹

Structure (XYZ):
```
13
Properties=species:S:1:pos:R:3:forces:R:3:mulliken_charge:R:1
H 1.178984 0.001776 -1.775016 -0.88 -0.03 -1.21 0.178
N 0.907221 0.044623 -0.838420 0.43 0.05 0.65 -0.535
C 0.050930 -0.020053 0.052227 0.47 0.04 -0.04 0.631
N 0.522837 -0.021520 1.366662 -0.04 0.00 0.39 -0.081
C 1.883401 0.003006 1.613970 0.12 -0.01 0.33 -0.013
O 2.361860 0.007551 2.724283 -0.26 0.00 -0.20 -0.546
O -1.300606 -0.083189 0.041018 0.06 0.03 -0.09 -0.372
C -1.877910 0.003651 -1.261468 -0.05 0.01 -0.13 -0.658
H -0.098542 -0.029782 2.159279 -0.12 -0.01 -0.07 0.223
H 2.454276 0.019286 0.675448 0.02 -0.01 0.31 0.359
H -2.939825 -0.250906 -1.189016 0.34 0.01 0.18 0.227
H -1.365142 -0.696042 -1.920561 -0.13 0.03 -0.13 0.298
H -1.777481 1.021598 -1.648405 0.03 -0.12 0.00 0.290
```
Positions in Å, forces in eV/Å.

Look up the relative energy (zero: lowest compared OMol25 entry of this formula, charge and spin) of the first one. 67.1 kJ/mol

What is the charge in the second record? 0